# 1
{
  "formula": "C16H34O3P2PbS",
  "method": "ωB97M-V with the def2-TZVPD basis set",
  "multiplicity": 1,
  "energy_ev": -57927.384,
  "total_charge": 2,
  "gap_ev": [7.31, 6.85],
  "elements": ["P", "P", "C", "C", "H", "H", "H", "H", "C", "H", "H", "H", "C", "H", "H", "H", "C", "H", "H", "H", "C", "H", "H", "H", "Pb", "C", "C", "C", "C", "C", "C", "C", "C", "C", "H", "H", "H", "H", "H", "H", "H", "H", "H", "H", "H", "H", "H", "H", "H", "C", "S", "O", "O", "O", "H", "H", "H"],
  "xyz": [[0.144, -2.118, -2.063], [0.378, 1.895, -1.500], [-0.035, -0.540, -2.921], [0.948, 0.622, -2.698], [-1.087, -0.213, -2.618], [-0.066, -0.786, -3.997], [1.972, 0.297, -2.458], [1.008, 1.191, -3.641], [-0.512, 3.017, -2.625], [-0.903, 3.855, -2.032], [-1.353, 2.510, -3.106], [0.195, 3.397, -3.377], [1.632, 2.917, -0.735], [1.853, 3.760, -1.414], [2.564, 2.357, -0.567], [1.277, 3.334, 0.223], [-1.068, -3.164, -2.905], [-1.383, -4.021, -2.289], [-0.633, -3.543, -3.837], [-1.966, -2.590, -3.152], [1.820, -2.782, -2.206], [2.551, -1.959, -2.249], [1.893, -3.372, -3.131], [2.069, -3.433, -1.348], [2.826, 0.704, 2.450], [-1.235, 1.192, -0.608], [-2.124, 0.390, -1.463], [-3.125, -0.572, -0.927], [-2.827, -1.402, 0.385], [-1.737, -2.336, 0.179], [-0.387, -2.036, -0.273], [0.346, -0.725, 0.212], [-0.513, 0.467, 0.595], [1.901, -1.179, 3.166], [-1.717, 2.112, -0.219], [-2.524, 0.927, -2.335], [-3.280, -1.338, -1.720], [-4.124, -0.092, -0.775], [-2.688, -0.749, 1.259], [-3.752, -1.962, 0.618], [-1.915, -3.394, 0.394], [0.210, -2.932, 0.044], [1.130, -0.407, -0.503], [0.913, -1.031, 1.102], [-1.193, 0.138, 1.385], [0.107, 1.207, 1.135], [2.294, -1.429, 4.162], [2.224, -1.890, 2.379], [0.806, -1.067, 3.194], [0.962, 2.836, 5.886], [1.271, 1.390, 4.896], [2.764, 1.179, 4.852], [0.527, 0.285, 5.464], [0.860, 1.772, 3.481], [1.303, 2.614, 6.901], [-0.115, 3.009, 5.856], [1.514, 3.688, 5.475]],
  "lowdin_charge": [0.962, 1.007, -0.299, -0.282, 0.052, 0.125, 0.092, 0.105, -0.176, 0.082, 0.062, 0.078, -0.159, 0.087, 0.046, 0.085, -0.150, 0.084, 0.074, 0.064, -0.135, 0.063, 0.080, 0.083, 1.271, -0.273, -0.154, -0.139, -0.178, -0.063, -0.340, -0.204, -0.198, -0.356, 0.151, 0.121, 0.119, 0.148, 0.116, 0.136, 0.128, 0.133, 0.075, 0.045, 0.113, 0.076, 0.022, -0.019, 0.004, -0.122, 0.431, -0.481, -0.297, -0.534, 0.084, 0.077, 0.077]
}

---

# 2
{
  "formula": "C16H34O3P2PtS",
  "method": "ωB97M-V with the def2-TZVPD basis set",
  "multiplicity": 3,
  "energy_ev": -55939.137,
  "total_charge": 0,
  "gap_ev": [3.48, 5.13],
  "elements": ["P", "P", "C", "C", "H", "H", "H", "H", "C", "H", "H", "H", "C", "H", "H", "H", "C", "H", "H", "H", "C", "H", "H", "H", "Pt", "C", "C", "C", "C", "C", "C", "C", "C", "C", "H", "H", "H", "H", "H", "H", "H", "H", "H", "H", "H", "H", "H", "H", "H", "C", "S", "O", "O", "O", "H", "H", "H"],
  "xyz": [[1.771, 0.556, -2.935], [-0.165, -3.174, 0.790], [0.299, -3.211, -1.893], [-0.793, -3.250, -0.900], [1.016, -4.030, -1.822], [0.051, -2.810, -2.882], [-1.531, -2.438, -1.032], [-1.319, -4.222, -0.941], [1.442, -3.916, 1.006], [1.599, -4.142, 2.071], [2.245, -3.250, 0.660], [1.486, -4.858, 0.443], [-1.326, -3.679, 2.038], [-1.360, -4.775, 2.095], [-2.330, -3.306, 1.793], [-1.010, -3.274, 3.008], [3.151, 1.706, -3.183], [2.755, 2.730, -3.192], [3.661, 1.496, -4.133], [3.866, 1.587, -2.358], [0.533, 0.869, -4.219], [-0.336, 0.223, -4.039], [0.955, 0.635, -5.205], [0.238, 1.925, -4.173], [2.559, -1.882, -3.241], [2.593, -3.828, -3.777], [3.461, -3.578, -2.639], [4.959, -3.509, -2.841], [5.357, -2.468, -3.920], [4.306, -1.382, -4.095], [3.248, -1.484, -5.095], [3.162, -2.697, -5.991], [3.124, -4.020, -5.185], [1.064, 0.851, -1.313], [1.665, -4.374, -3.582], [3.121, -3.959, -1.668], [5.365, -4.502, -3.076], [5.419, -3.208, -1.889], [6.282, -1.978, -3.588], [5.585, -2.950, -4.878], [4.672, -0.365, -3.898], [2.938, -0.534, -5.553], [3.986, -2.707, -6.717], [2.237, -2.622, -6.582], [2.435, -4.704, -5.697], [4.102, -4.513, -5.161], [0.170, 0.225, -1.194], [0.801, 1.915, -1.233], [1.780, 0.576, -0.528], [-0.362, 0.543, 2.338], [0.839, -0.765, 2.155], [2.057, -0.323, 1.526], [0.857, -1.681, 3.278], [-0.013, -1.573, 0.909], [0.166, 1.418, 2.735], [-1.129, 0.211, 3.051], [-0.811, 0.767, 1.362]],
  "lowdin_spin": [0.110, 0.004, 0.148, 0.031, -0.001, 0.018, 0.000, 0.011, 0.001, 0.000, 0.001, 0.000, 0.002, 0.001, 0.000, 0.000, 0.006, 0.001, 0.000, 0.002, 0.027, 0.003, 0.002, 0.005, 0.679, 0.148, 0.169, 0.036, 0.028, 0.166, 0.171, 0.037, 0.025, 0.028, 0.020, 0.026, 0.009, 0.002, 0.002, 0.004, 0.022, 0.021, 0.010, 0.002, 0.002, 0.003, 0.000, 0.005, 0.004, 0.000, 0.001, 0.003, 0.000, 0.000, 0.000, 0.000, 0.000]
}

---

Number 1: largest force on an atom 4.00 eV/A. Number 2: largest force on an atom 6.05 eV/A.